A single C4H3NO2 molecule. Source: the OMol25 dataset; level of theory: wB97M-V/def2-TZVPD.

Atoms and positions in Å:
O1 -1.628 -0.502 -2.311
C1 -0.799 0.246 -1.852
C2 -0.247 0.134 -0.485
N1 0.482 1.033 0.100
C3 0.823 0.458 1.305
C4 0.293 -0.787 1.360
O2 -0.418 -0.998 0.226
H1 -0.351 1.083 -2.419
H2 1.438 0.955 2.041
H3 0.407 -1.620 2.035

Properties
Kohn-Sham gap in eV: 9.821
Energy relative to the best compared isomer or geometry (same formula, charge and spin) in kJ/mol: 104.3
Structure (SMILES): O=Cc1ncco1
LUMO level in eV: -0.2
F_max in hartree/bohr: 0.0104
HOMO energy in Eh: -0.36682